C7H13N as an isolated structure at a distorted geometry, computed with ωB97M-V/def2-TZVPD.

Summary:
**Spin multiplicity**: 1
**Energy relative to the best compared isomer or geometry (same formula, charge and spin)**: 6.400 eV
**HOMO-LUMO gap (alpha / beta)**: 9.005 / 6.830 eV
**Maximum force**: 5.1 eV/Å
**Energy**: -329.0363 Eh

Cartesian coordinates (Å):
C (1.8508, -0.2042, -0.4776)
C (0.6190, 0.5989, -0.0868)
C (-0.7836, 0.5392, -1.2512)
C (-0.4058, 0.7651, -2.5800)
N (0.7993, 1.7464, 0.4773)
H (1.4466, 1.7400, 1.2658)
H (-1.5236, 1.2178, -0.8123)
H (2.5669, 0.4297, -1.0034)
H (2.3638, -0.6043, 0.3963)
H (1.5955, -1.0388, -1.1287)
H (0.6144, 0.7793, -2.9338)
H (-1.1637, 0.9546, -3.3312)
C (-1.2694, 0.1363, 1.9649)
C (-0.4019, -0.6623, 1.0751)
C (-0.2108, -1.9631, 1.0109)
H (-1.2545, -0.4536, -1.0907)
H (-2.0481, -0.4910, 2.4077)
H (-0.6672, 0.6466, 2.7182)
H (-1.7931, 0.9377, 1.4346)
H (0.4495, -2.4379, 0.2974)
H (-0.7842, -2.6362, 1.6475)

Atom charges from the natural (NBO) analysis, given in e for atoms 1 to 4: atom 1 (C): -0.675, atom 2 (C): 0.201, atom 3 (C): -0.496, atom 4 (C): -0.307

One molecule with the formula C7H13N at a distorted geometry, computed with ωB97M-V/def2-TZVPD.

Summary:
**Spin multiplicity**: 1
**SMILES string**: C=C(C)C(=C)CCN
**Energy relative to the best compared isomer or geometry (same formula, charge and spin)**: 2.755 eV
**HOMO-LUMO gap**: 9.802 eV
**Maximum force**: 4.0 eV/Å
**Energy**: -329.1702 Eh

Cartesian coordinates (Å):
C (1.7337, 0.0339, 1.4130)
C (1.1718, 0.0691, 0.1887)
C (1.8501, 0.8032, -1.0701)
C (0.0899, -0.8933, -0.1120)
C (-0.1678, -2.2085, 0.2036)
C (-0.9845, -0.1692, -0.9265)
C (-1.6603, 0.9990, -0.2669)
N (-1.9821, 0.4975, 1.0617)
H (2.5456, 0.6848, 1.8072)
H (1.2991, -0.6470, 2.0885)
H (1.0845, 1.3823, -1.6196)
H (2.5923, 1.5894, -0.7120)
H (2.1840, -0.1091, -1.6634)
H (-1.2261, -2.3406, 0.1465)
H (0.6328, -2.8625, 0.4666)
H (-0.4134, 0.0132, -1.9026)
H (-1.7355, -0.9611, -1.1072)
H (-1.0887, 1.9443, -0.2923)
H (-2.5369, 1.1844, -0.9789)
H (-2.1249, 1.1858, 1.8402)
H (-1.2636, -0.1956, 1.4355)

Atom charges from the natural (NBO) analysis, given in e for atoms 1 to 4: atom 1 (C): -0.382, atom 2 (C): -0.033, atom 3 (C): -0.648, atom 4 (C): -0.005

A 2-piece molecular cluster, C7H13N overall at a distorted geometry, computed with ωB97M-V/def2-TZVPD.

Summary:
**Spin multiplicity**: 1
**SMILES string**: CC(C)=N.CC#CC
**Energy relative to the best compared isomer or geometry (same formula, charge and spin)**: 4.554 eV
**HOMO-LUMO gap**: 9.301 eV
**Maximum force**: 4.9 eV/Å
**Energy**: -329.1041 Eh

Cartesian coordinates (Å):
C (-1.7001, 1.0784, -0.5302)
C (-0.9873, 0.1126, 0.3736)
C (-1.1088, -1.5594, -0.4413)
N (-1.0840, 0.2227, 1.6205)
H (-2.7553, 0.8137, -0.6087)
H (-1.6491, 2.0839, -0.1182)
H (-1.2631, 1.0545, -1.5250)
H (-1.0677, -2.5147, 0.0830)
H (-2.1742, -1.4685, -0.6367)
H (-0.5850, -1.4570, -1.3890)
H (-0.5589, -0.4655, 2.1552)
C (1.8044, -1.7766, 0.2313)
C (1.7891, -0.3641, 0.1129)
C (1.2485, 0.7332, 0.0618)
C (1.2345, 2.1951, -0.0125)
H (2.1344, -2.2927, -0.6731)
H (0.6530, -1.9878, 0.2840)
H (2.3696, -2.1286, 1.0954)
H (2.2411, 2.5877, 0.1298)
H (0.5892, 2.5973, 0.7693)
H (0.8697, 2.5358, -0.9822)

Atom charges from the natural (NBO) analysis, given in e for atoms 1 to 4: atom 1 (C): -0.707, atom 2 (C): 0.403, atom 3 (C): -0.730, atom 4 (N): -0.701

An isolated ion of composition C7H13N2O and charge +1 at a distorted geometry, computed with ωB97M-V/def2-TZVPD.

Summary:
**Net charge**: +1
**Spin multiplicity**: 1
**SMILES string**: CCN/C=C\[N+](C)=C/C=O
**Energy relative to the best compared isomer or geometry (same formula, charge and spin)**: 4.333 eV
**HOMO-LUMO gap (alpha / beta)**: 7.372 / 7.370 eV
**Maximum force**: 4.7 eV/Å
**Energy**: -458.9147 Eh

Cartesian coordinates (Å):
C (-1.7352, 0.6041, -2.7895)
C (-0.6674, 1.1618, -1.9117)
N (-0.1841, 0.3914, -0.7804)
C (0.9374, 0.5857, -0.1970)
C (1.5360, 0.0796, 0.8954)
N (0.9421, -0.7753, 1.7858)
C (1.2441, -0.5514, 3.1694)
C (-0.1828, -1.3974, 1.3414)
C (-0.2317, -2.0797, 0.0480)
O (-1.1949, -2.6009, -0.4884)
H (-1.4314, -0.3129, -3.2913)
H (-2.6008, 0.2813, -2.0904)
H (-1.9008, 1.3880, -3.5357)
H (-1.0812, 2.1996, -1.5663)
H (0.2792, 1.4396, -2.5097)
H (-0.8858, -0.2261, -0.4268)
H (1.4935, 1.4162, -0.8018)
H (2.6284, 0.3361, 1.1901)
H (1.2144, -1.3792, 3.7932)
H (2.2537, -0.1988, 3.3685)
H (0.6988, 0.2151, 3.6289)
H (-0.7703, -1.8255, 2.1162)
H (0.8220, -2.2204, -0.3457)

Atom charges from the natural (NBO) analysis, given in e for atoms 1 to 4: atom 1 (C): -0.624, atom 2 (C): -0.224, atom 3 (N): -0.498, atom 4 (C): 0.109

An isolated ion of composition C7H13N2O and charge +1 at a distorted geometry, computed with ωB97M-V/def2-TZVPD.

Summary:
**Net charge**: +1
**Spin multiplicity**: 1
**SMILES string**: CC1=CN(C)C=[NH+][C@@H](C)O1
**Energy relative to the best compared isomer or geometry (same formula, charge and spin)**: 3.921 eV
**HOMO-LUMO gap**: 9.515 eV
**Maximum force**: 5.5 eV/Å
**Energy**: -458.9298 Eh

Cartesian coordinates (Å):
C (1.7638, 0.1182, -2.1272)
C (0.6378, 0.0994, -1.1598)
C (-0.5551, -0.5327, -1.4051)
N (-1.5708, -0.2948, -0.3865)
C (-2.8935, -0.5685, -0.7997)
C (-1.4151, 0.1192, 0.8046)
N (-0.4368, 0.5460, 1.6085)
C (1.0267, 0.8777, 1.4285)
C (2.0125, 0.0413, 2.1075)
O (1.2688, 0.7202, -0.0882)
H (2.4638, -0.7324, -1.8706)
H (2.3390, 1.1027, -1.9800)
H (1.3741, 0.0318, -3.2636)
H (-1.0018, -1.0717, -2.2192)
H (-3.0268, -1.0044, -1.8612)
H (-3.3100, -1.3254, -0.2494)
H (-3.4095, 0.3676, -0.7723)
H (-2.3583, 0.2931, 1.3538)
H (-0.8180, 0.7747, 2.5521)
H (1.1623, 1.9239, 1.5764)
H (2.0773, -1.0207, 1.9421)
H (2.0686, 0.2241, 3.1705)
H (2.8900, 0.1991, 1.5570)

Atom charges from the natural (NBO) analysis, given in e for atoms 1 to 4: atom 1 (C): -0.662, atom 2 (C): 0.382, atom 3 (C): -0.194, atom 4 (N): -0.322

An isolated ion of composition C7H13N2O2 and charge +1 at a distorted geometry, computed with ωB97M-V/def2-TZVPD.

Summary:
**Net charge**: +1
**Spin multiplicity**: 1
**SMILES string**: C=C[C@@H]1C[C@]1(N)[N+](=O)OCC
**Energy relative to the best compared isomer or geometry (same formula, charge and spin)**: 6.820 eV
**HOMO-LUMO gap (alpha / beta)**: 7.645 / 7.645 eV
**Maximum force**: 4.8 eV/Å
**Energy**: -534.0328 Eh

Cartesian coordinates (Å):
C (-1.1174, 0.9857, -2.3398)
C (-1.3682, 0.0466, -1.4652)
C (-0.6058, -1.2055, -1.4465)
C (-0.6403, -2.2705, -0.4075)
C (0.6230, -1.4748, -0.3499)
N (1.7623, -2.1342, -0.9524)
N (0.9172, -0.4442, 0.5662)
O (2.0622, -0.3152, 0.9741)
O (0.0355, 0.5540, 0.7392)
C (0.4242, 1.8457, 1.3819)
C (-0.4303, 2.1788, 2.6055)
H (-1.6160, 1.9221, -2.3352)
H (-0.3963, 0.6528, -3.1334)
H (-2.0059, 0.1152, -0.6426)
H (-0.1697, -1.4836, -2.4761)
H (-1.1775, -2.1315, 0.5505)
H (-0.5896, -3.4408, -0.6127)
H (2.4986, -1.4993, -1.2882)
H (2.1067, -3.0302, -0.4262)
H (1.5294, 1.8130, 1.6810)
H (0.2779, 2.6143, 0.6569)
H (-1.5270, 1.9029, 2.3715)
H (-0.1405, 1.6429, 3.4223)
H (-0.4525, 3.1556, 2.9266)

Atom charges from the natural (NBO) analysis, given in e for atoms 1 to 4: atom 1 (C): -0.293, atom 2 (C): -0.232, atom 3 (C): -0.136, atom 4 (C): -0.399

One molecule with the formula C7H13N2O3P at a distorted geometry, computed with ωB97M-V/def2-TZVPD.

Summary:
**Spin multiplicity**: 1
**Energy relative to the best compared isomer or geometry (same formula, charge and spin)**: 2.993 eV
**HOMO-LUMO gap**: 9.015 eV
**Maximum force**: 5.2 eV/Å
**Energy**: -951.0585 Eh

Cartesian coordinates (Å):
C (-1.0022, -1.8233, -0.3324)
C (0.3385, -1.6487, 0.0181)
C (-2.1175, -0.9295, -0.2436)
C (1.2604, -2.8207, -0.2103)
C (2.2317, -0.5029, 1.0328)
C (0.5372, 2.8308, -1.5730)
C (-2.6377, 1.2185, 0.7727)
N (0.8867, -0.5298, 0.4596)
N (0.3551, 1.4803, -1.1851)
O (-3.2734, -0.9069, -0.4617)
O (0.2329, 1.8080, 1.5650)
O (-1.5629, 0.2851, 0.4816)
P (0.1921, 1.0688, 0.3368)
H (-1.1629, -2.7363, -0.8516)
H (1.6527, -3.1291, 0.6601)
H (2.1414, -2.5458, -0.8652)
H (0.8246, -3.6481, -0.8836)
H (3.0298, -1.1516, 0.7111)
H (2.5484, 0.4874, 0.9910)
H (2.1008, -0.5298, 2.1128)
H (1.1904, 2.9342, -2.5234)
H (-0.5183, 3.3204, -1.7615)
H (1.0580, 3.3562, -0.6810)
H (-2.0553, 2.0937, 0.7870)
H (-3.0650, 0.9761, 1.7293)
H (-3.1856, 1.0432, -0.0855)

Atom charges from the natural (NBO) analysis, given in e for atoms 1 to 4: atom 1 (C): -0.519, atom 2 (C): 0.371, atom 3 (C): 0.803, atom 4 (C): -0.653

An isolated ion of composition C7H13N2O3S and charge -1 at a distorted geometry, computed with ωB97M-V/def2-TZVPD.

Summary:
**Net charge**: -1
**Spin multiplicity**: 1
**SMILES string**: CC1=CN(C)N(C)[C@]1(C)S(=O)(=O)[O-]
**Energy relative to the best compared isomer or geometry (same formula, charge and spin)**: 0.929 eV
**HOMO-LUMO gap**: 7.069 eV
**Maximum force**: 4.7 eV/Å
**Energy**: -1007.8822 Eh

Cartesian coordinates (Å):
C (-0.5131, -2.4847, 0.7673)
C (0.3226, -1.3281, 0.3892)
C (1.3734, -0.8108, 1.0795)
N (1.7341, 0.4634, 0.4658)
C (1.5736, 1.5815, 1.3829)
N (0.9738, 0.5354, -0.7748)
C (0.5285, 1.8526, -1.0420)
C (-0.0383, -0.5305, -0.6921)
C (-0.5218, -1.0679, -1.9795)
S (-1.8934, 0.3013, 0.0500)
O (-1.4476, 0.8844, 1.3695)
O (-2.4786, 1.3189, -0.8242)
O (-2.8215, -0.8166, 0.2763)
H (-0.4917, -2.6388, 1.8241)
H (-0.3127, -3.3152, 0.2168)
H (-1.5187, -1.9467, 0.5033)
H (1.7111, -0.8429, 2.0998)
H (0.5671, 1.7311, 1.8910)
H (2.2159, 1.5887, 2.2901)
H (1.7049, 2.5390, 0.8984)
H (1.3472, 2.4609, -0.7673)
H (0.2710, 1.9953, -2.0825)
H (-0.3776, 2.0947, -0.4003)
H (-1.3234, -1.7028, -1.7762)
H (0.3479, -1.5154, -2.5567)
H (-0.9326, -0.3467, -2.6085)

Atom charges from the natural (NBO) analysis, given in e for atoms 1 to 4: atom 1 (C): -0.699, atom 2 (C): -0.070, atom 3 (C): -0.024, atom 4 (N): -0.296

- Which value of spin multiplicity does entry 1 give?
  1

- Look up the energy of the second one.
  -329.1702 Eh

- What is the formula in the eighth record?
  C7H13N2O3S